Entry 1:
Computed, not measured: a 14-piece molecular cluster, C30H72O34S6 overall, with ωB97M-V/def2-TZVPD.

Positions of all 142 atoms, in Å:
1 O 3.3874 -4.9849 3.8450
2 S 4.2022 -4.4782 2.7731
3 O 4.1639 -3.0701 2.5096
4 O 5.7791 -4.7629 3.0916
5 C 6.0852 -5.9650 3.8040
6 C 6.3825 -5.5986 5.1789
7 C 4.1582 -5.4228 1.1747
8 H 6.9839 -6.2720 3.2691
9 H 5.3453 -6.7653 3.7997
10 H 5.6389 -5.0311 5.7384
11 H 7.2497 -4.9412 5.1167
12 H 6.6046 -6.5320 5.6962
13 H 3.1251 -5.4246 0.8271
14 H 4.4210 -6.4700 1.3246
15 H 4.7259 -4.8361 0.4525
16 O -9.0431 0.0418 -0.5828
17 S -9.0582 -0.7006 -1.8462
18 O -9.8905 -0.2350 -2.9754
19 O -7.5000 -0.9380 -2.4070
20 C -6.5031 -1.0872 -1.4784
21 C -5.7066 -2.3869 -1.5914
22 C -9.4636 -2.3481 -1.6051
23 H -6.8579 -1.0557 -0.4482
24 H -5.9545 -0.1495 -1.5664
25 H -6.3201 -3.2270 -1.2657
26 H -4.7611 -2.2931 -1.0573
27 H -5.3577 -2.6043 -2.6009
28 H -8.8441 -2.8608 -0.8694
29 H -9.3247 -2.8120 -2.5817
30 H -10.5075 -2.2999 -1.2952
31 O 3.5849 2.3680 -5.1284
32 S 4.1317 1.0218 -5.0631
33 O 4.7106 0.4563 -3.8628
34 O 2.9349 0.0097 -5.6728
35 C 2.1477 -0.7551 -4.7612
36 C 1.2188 0.1031 -3.9729
37 C 5.3657 0.8694 -6.4678
38 H 2.8242 -1.3965 -4.1963
39 H 1.5390 -1.3963 -5.3988
40 H 0.5141 -0.3270 -3.2613
41 H 0.4573 0.5988 -4.5751
42 H 1.7238 0.8802 -3.3992
43 H 5.8017 -0.1246 -6.3689
44 H 6.0031 1.7507 -6.3953
45 H 4.7957 1.0521 -7.3788
46 O -0.8598 1.1829 -1.1870
47 S -1.3142 -0.1413 -0.7618
48 O -1.5867 -1.2454 -1.7132
49 O -0.2684 -0.8162 0.3432
50 C 0.6498 0.0288 0.7861
51 C 1.6542 -0.8192 1.5506
52 C -2.8409 0.0779 0.3413
53 H 0.3498 0.8705 1.4103
54 H 1.2780 0.4722 0.0137
55 H 2.5679 -0.2271 1.4977
56 H 1.8622 -1.7843 1.0888
57 H 1.3923 -1.0334 2.5867
58 H -3.6087 0.3216 -0.3929
59 H -2.7555 1.0482 0.8305
60 H -2.9563 -0.7766 1.0082
61 O -4.1692 3.9335 -0.0064
62 S -5.2465 4.3489 -0.9339
63 O -5.5189 5.7437 -1.2280
64 O -5.1411 3.5187 -2.4155
65 C -4.0909 2.5453 -2.5258
66 C -4.2846 2.0437 -3.9929
67 C -6.7791 3.5482 -0.2878
68 H -4.0448 1.7543 -1.7773
69 H -3.0975 2.9901 -2.5826
70 H -4.1762 2.8332 -4.7366
71 H -5.1898 1.4868 -4.2348
72 H -3.5054 1.2945 -4.1325
73 H -7.5207 3.6661 -1.0778
74 H -7.0224 4.1110 0.6134
75 H -6.5513 2.5235 0.0058
76 O 8.5236 0.8799 1.8431
77 S 7.3149 -0.0230 2.0622
78 O 6.4442 0.2054 3.1897
79 O 6.4247 0.0328 0.6737
80 C 5.0079 -0.0866 0.7746
81 C 4.6059 0.2317 -0.6846
82 C 7.8927 -1.7674 1.8614
83 H 4.5406 0.6424 1.4367
84 H 4.5726 -1.0658 0.9738
85 H 4.6885 -0.6881 -1.2635
86 H 5.2507 0.9916 -1.1261
87 H 3.5815 0.5771 -0.8242
88 H 7.0209 -2.4207 1.8250
89 H 8.7140 -1.9466 2.5552
90 H 8.2790 -1.7259 0.8430
91 O 1.9556 -2.7463 -1.3407
92 H 1.3369 -2.0361 -1.5112
93 H 1.4837 -3.5408 -1.5903
94 O 1.2221 -1.1685 5.6282
95 H 1.0166 -0.5169 4.9579
96 H 2.0903 -0.9205 5.9460
97 O -5.8405 0.4764 1.3042
98 H -6.6703 0.0283 1.4681
99 H -5.4725 0.6259 2.1751
100 O 4.0210 -0.3713 4.2589
101 H 4.9738 -0.4312 4.1892
102 H 3.7076 -1.2433 4.0192
103 C -0.1747 4.0679 -3.7219
104 C 0.8346 3.7775 -4.8757
105 O 0.1071 2.8133 -5.6218
106 C -1.1801 3.0741 -5.4700
107 O -2.1624 2.6542 -6.2034
108 O -1.3248 3.9496 -4.4388
109 H 0.0834 5.0633 -3.3602
110 H -0.2844 3.3410 -2.9171
111 H 1.7764 3.3189 -4.5742
112 H 1.1281 4.6168 -5.5061
113 C 0.6589 3.0025 5.8145
114 C 1.1283 2.4978 4.3904
115 O -0.0535 2.0223 3.7433
116 C -1.1140 2.0791 4.6595
117 O -2.3466 1.9617 4.4457
118 O -0.5979 2.4718 5.8896
119 H 0.6686 4.0921 5.7861
120 H 1.2221 2.7504 6.7130
121 H 1.8423 1.6803 4.4897
122 H 1.5593 3.3601 3.8817
123 C -3.4812 -3.8757 2.6712
124 C -3.3205 -3.9018 1.2461
125 O -2.0354 -3.3626 0.9583
126 C -1.3626 -3.3998 2.0742
127 O -0.1636 -3.1050 2.2728
128 O -2.1639 -3.7791 3.0572
129 H -4.1068 -4.6266 3.1538
130 H -3.8988 -2.8815 2.8299
131 H -4.0773 -3.3151 0.7254
132 H -3.4427 -4.9032 0.8332
133 C 0.0905 5.3884 1.5942
134 C -0.5699 5.4614 0.2079
135 O -0.0748 4.3703 -0.4257
136 C 0.9546 3.7213 0.2476
137 O 1.9062 3.0973 -0.1932
138 O 0.9369 4.2653 1.4922
139 H -0.5778 5.1281 2.4150
140 H 0.6283 6.3283 1.7187
141 H -0.1773 6.1942 -0.4970
142 H -1.6586 5.5092 0.2330

The HOMO-LUMO gap is 10.1 eV. The total energy is -6133.3103 Ha. The lowest unoccupied orbital energy comes out at -0.155 eV. The spin multiplicity is 1.

=====

Entry 2:
Computed, not measured: C40H78F3MgNO32 as an isolated structure, with ωB97M-V/def2-TZVPD.

Positions of all 155 atoms, in Å:
1 Mg 3.3878 -2.3742 2.0870
2 N 4.1719 -4.8139 0.2803
3 O 3.6481 -3.8845 0.8685
4 O 3.5626 -5.8642 0.2515
5 O 5.2242 -4.6516 -0.3632
6 C 0.3228 -1.7994 1.1110
7 O 0.7660 -1.2804 -0.0949
8 O 1.4714 -2.0670 1.8020
9 C -0.7597 -0.7646 1.6493
10 F -1.7534 -0.5168 0.8223
11 F -1.3189 -1.2576 2.7499
12 F -0.3178 0.4962 2.0055
13 C 0.1436 -1.9460 -1.2764
14 C 0.7666 -1.2526 -2.4631
15 H 0.5985 -0.1785 -2.3847
16 H 1.8352 -1.4491 -2.3768
17 H 0.2869 -1.6400 -3.3620
18 H -0.9374 -1.8066 -1.2716
19 H 0.4399 -2.9878 -1.3990
20 H -0.1817 -2.7569 0.9813
21 C -5.7401 2.3338 2.2387
22 C -4.6014 1.3950 1.9866
23 C -3.8367 1.9989 0.7778
24 O -4.9445 2.4270 -0.0073
25 C -6.1669 2.5033 0.8013
26 H -5.4471 3.2779 2.6979
27 H -6.5352 1.8608 2.8151
28 H -4.8959 0.4064 1.6344
29 H -3.8490 1.2776 2.7665
30 H -3.1850 1.2504 0.3271
31 H -3.2038 2.7940 1.1718
32 H -6.8857 1.7819 0.4128
33 H -6.6324 3.4856 0.7211
34 C -5.4354 -0.6242 5.1399
35 C -5.9776 -0.0628 6.3575
36 C -5.0181 1.0647 6.6622
37 O -3.7287 0.4165 6.3742
38 C -3.9170 -0.3793 5.1855
39 H -5.9929 -0.1199 4.3506
40 H -5.6850 -1.6385 4.8286
41 H -5.9089 -0.7387 7.2098
42 H -7.0355 0.1965 6.3152
43 H -5.0793 1.3731 7.7059
44 H -5.1847 1.9903 6.1112
45 H -3.5315 -1.3826 5.3667
46 H -3.5169 0.0787 4.2809
47 C -0.9930 2.2474 6.3191
48 C -0.7521 3.6214 6.9093
49 C 0.4004 4.1380 6.1122
50 O 0.4207 3.3111 4.8962
51 C -0.7220 2.4013 4.8043
52 H -1.9671 1.8727 6.6335
53 H -0.2089 1.5392 6.5869
54 H -0.5118 3.5061 7.9662
55 H -1.5937 4.3139 6.8903
56 H 1.2668 4.0332 6.7652
57 H 0.1861 5.1606 5.8016
58 H -0.3470 1.5225 4.2796
59 H -1.5292 2.8241 4.2063
60 C 0.6620 6.0358 -6.9937
61 O 1.2573 4.8804 -6.4442
62 C 0.6150 3.7741 -6.1481
63 O -0.5793 3.5487 -6.3217
64 O 1.5164 2.9257 -5.7545
65 C 1.2502 1.6887 -5.0576
66 H 0.9887 6.9847 -6.5683
67 H -0.4237 5.9582 -6.9361
68 H 0.9675 6.0583 -8.0398
69 H 1.1837 0.8984 -5.8053
70 H 0.2909 1.5743 -4.5529
71 H 2.1051 1.4897 -4.4112
72 C -1.1805 3.3626 -1.6595
73 O -1.1902 4.1577 -2.8302
74 C -1.9303 5.3707 -2.8393
75 O -2.3699 6.0017 -1.8915
76 O -1.9607 5.8085 -4.1473
77 C -2.7085 6.9507 -4.5752
78 H -0.5018 2.5197 -1.7895
79 H -2.1655 2.9606 -1.4225
80 H -0.8810 3.8655 -0.7400
81 H -3.7366 6.6275 -4.7383
82 H -2.3691 7.3310 -5.5387
83 H -2.7026 7.7716 -3.8581
84 C 0.4754 -6.0270 -0.4855
85 O -0.8637 -5.7332 -0.7572
86 C -1.3436 -5.2170 -1.9045
87 O -0.6958 -4.9495 -2.9039
88 O -2.7077 -5.0391 -1.8069
89 C -3.4005 -4.7379 -3.0305
90 H 0.6811 -6.3881 0.5222
91 H 1.0049 -5.0938 -0.6774
92 H 0.9273 -6.7800 -1.1311
93 H -3.0568 -5.3864 -3.8363
94 H -3.3214 -3.6660 -3.2116
95 H -4.4190 -5.0147 -2.7581
96 C 5.4557 0.8256 3.7852
97 O 4.2281 0.8243 4.5204
98 C 3.3492 -0.1587 4.3907
99 O 3.3842 -1.0587 3.5733
100 O 2.3190 0.2092 5.1387
101 C 1.1735 -0.6324 5.1532
102 H 6.0349 -0.0959 3.7269
103 H 6.1021 1.6174 4.1637
104 H 5.3065 1.0991 2.7407
105 H 0.5576 -0.4307 6.0296
106 H 1.3738 -1.6945 5.2948
107 H 0.5034 -0.5663 4.2960
108 C 3.7971 -3.8345 6.0636
109 O 2.5931 -4.3896 5.6595
110 C 2.1246 -4.2651 4.4038
111 O 2.8641 -3.8203 3.5132
112 O 0.8502 -4.4829 4.4411
113 C 0.1200 -4.7715 3.2711
114 H 4.5973 -4.5094 5.7599
115 H 3.6534 -3.6321 7.1250
116 H 3.9855 -2.9108 5.5165
117 H 0.7018 -5.2474 2.4816
118 H -0.3709 -3.9021 2.8338
119 H -0.7071 -5.4399 3.5102
120 C 2.2069 1.3907 -0.2910
121 O 1.8880 2.2860 -1.3145
122 C 2.9113 3.0384 -1.9046
123 O 4.1165 2.8850 -1.8430
124 O 2.3210 3.9839 -2.5779
125 C 3.0378 4.9760 -3.3901
126 H 2.9053 1.7507 0.4644
127 H 2.7292 0.5114 -0.6680
128 H 1.2613 1.0009 0.0860
129 H 3.4373 4.4659 -4.2666
130 H 3.8341 5.5839 -2.9607
131 H 2.3689 5.7259 -3.8125
132 C -1.7640 0.2511 -7.3965
133 O -0.6869 -0.6238 -7.1375
134 C -0.9049 -1.8291 -6.7713
135 O -1.9574 -2.3660 -6.5089
136 O 0.4502 -2.3279 -6.4525
137 C 0.4395 -3.6327 -5.7894
138 H -2.0129 0.7795 -6.4762
139 H -2.6684 -0.2461 -7.7469
140 H -1.4969 1.0421 -8.0974
141 H -0.0080 -3.5856 -4.7966
142 H 1.4351 -4.0636 -5.6828
143 H -0.0771 -4.4265 -6.3288
144 C 6.6658 -1.9461 -5.3279
145 O 5.3655 -2.3913 -4.9261
146 C 5.1117 -2.9218 -3.7252
147 O 5.8709 -3.0650 -2.8107
148 O 3.8520 -3.2289 -3.7829
149 C 3.0955 -3.7830 -2.6570
150 H 7.0660 -1.1937 -4.6483
151 H 6.6401 -1.4121 -6.2778
152 H 7.3802 -2.7594 -5.4557
153 H 3.4297 -4.7635 -2.3178
154 H 2.0549 -3.9229 -2.9495
155 H 3.2161 -3.0889 -1.8253

The HOMO-LUMO gap is 8.6 eV. The total energy is -4532.8508 Ha. The lowest unoccupied orbital energy comes out at -0.449 eV. The spin multiplicity is 1. As for the relative energy (zero: lowest compared OMol25 entry of this formula, charge and spin): 0.000 eV.

=====

Entry 3:
Computed, not measured: C10H10O2S3 as an isolated structure, with ωB97M-V/def2-TZVPD.

Positions of all 25 atoms, in Å:
1 C -1.6974 0.7711 -4.1563
2 C -1.7614 -0.5652 -3.6951
3 C -1.2290 1.6987 -3.2259
4 C -1.3928 -0.9502 -2.3869
5 C -0.7168 1.3703 -1.9471
6 C -0.8544 0.0691 -1.6681
7 C 1.5748 -1.9329 2.7809
8 C 1.2150 0.6109 3.0946
9 C 0.5505 -0.7794 3.3581
10 C 0.2093 -0.7489 0.8073
11 O -0.0322 1.9825 1.0889
12 O 2.1939 1.1081 0.6909
13 S 1.5998 -1.7860 0.9274
14 S -0.8131 -0.8856 2.2647
15 S 0.9163 0.8851 1.2884
16 H -1.9374 1.0400 -5.1061
17 H -2.1457 -1.2885 -4.4712
18 H -0.8926 2.6996 -3.4316
19 H -1.1554 -1.9954 -2.2006
20 H -0.6679 2.1177 -1.1311
21 H 2.5766 -1.6615 3.0478
22 H 1.2280 -2.8907 2.9766
23 H 0.7739 1.3644 3.7462
24 H 2.3182 0.5213 3.0637
25 H 0.1398 -0.7547 4.2844

The HOMO-LUMO gap (spin up / spin down) is 6.2 / 7.7 eV. The total energy is -1731.8533 Ha. The lowest unoccupied orbital energy (spin up / spin down) comes out at -2.147 / -0.966 eV. The spin multiplicity is 1. As for the relative energy (zero: lowest compared OMol25 entry of this formula, charge and spin): 2.687 eV.